# C17H26N3O5SW

A structure of composition C17H26N3O5SW (ωB97M-V with the def2-TZVPD basis set, the Open Molecules 2025 dataset).

Each line ends with the Mulliken charge.
Cartesian coordinates (Å):
W 0.1566 0.6382 -1.2344  0.6622
O 0.5707 -3.1906 -3.2183  -0.4859
C 0.9219 -1.9858 -2.8325  0.5722
O 0.1874 -1.3444 -2.0867  -0.4229
C 2.2514 -1.5729 -3.4373  -0.4704
O 3.0366 -0.7860 -2.5786  -0.4134
C 3.2250 0.5792 -2.9461  -0.6666
C 1.9177 1.2630 -2.6423  1.0953
O 1.7314 1.8810 -1.5056  -0.5437
O 0.8982 1.0373 -3.3406  -0.5963
H -0.3068 -3.4087 -2.8608  0.3684
H 2.0197 -1.0745 -4.3837  0.2939
H 2.7956 -2.4922 -3.6540  0.4637
H 3.4737 0.6826 -4.0040  0.4070
H 4.0272 0.9602 -2.3221  0.3751
N -4.1212 2.1116 -2.4067  -0.4287
C -2.9613 1.9165 -1.7890  0.9561
N -2.5661 2.7558 -0.8495  -0.2837
S -2.0401 0.5283 -2.2492  -0.4500
H -4.7439 2.8647 -2.1663  0.2004
H -4.3963 1.4799 -3.1397  0.2037
H -3.1128 3.5527 -0.5668  0.2335
H -1.7111 2.5416 -0.3532  0.0912
C -3.1976 -0.2007 1.1719  -1.1834
C -2.3582 -1.4364 1.4962  0.4322
C -2.1049 -2.3203 0.2749  -1.2165
C -1.0970 -1.0750 2.2585  0.5148
C -0.9968 -1.5529 3.5601  -1.0270
C 0.0905 -1.2620 4.3616  -1.2158
C 1.1040 -0.4656 3.8635  -1.0568
C 1.0652 0.0407 2.5700  0.3293
C 2.2351 0.9100 2.1400  0.3934
C 3.1203 0.2328 1.0894  -1.2127
C 1.8400 2.3452 1.7831  -1.2866
C -0.0439 -0.2806 1.7580  1.2157
N -0.0598 0.1969 0.4394  -0.4471
H -4.1087 -0.4833 0.6403  0.3901
H -2.6365 0.4900 0.5475  -0.0112
H -3.4819 0.3192 2.0880  0.4368
H -2.9474 -2.0403 2.1902  0.5634
H -1.5736 -1.7860 -0.5080  -0.0236
H -3.0542 -2.6653 -0.1395  0.4405
H -1.5177 -3.1970 0.5547  0.3974
H -1.8000 -2.1662 3.9494  0.3971
H 0.1439 -1.6475 5.3711  0.4027
H 1.9534 -0.2236 4.4902  0.3937
H 2.8548 0.9963 3.0358  0.5219
H 2.5713 -0.0375 0.1876  0.0548
H 3.5512 -0.6845 1.4926  0.4094
H 3.9393 0.8945 0.8004  0.3817
H 1.3549 2.4297 0.8134  0.0512
H 2.7292 2.9766 1.7450  0.4275
H 1.1719 2.7548 2.5421  0.3661

The calculation puts the relative energy (zero: lowest compared OMol25 entry of this formula, charge and spin) at 0.009 eV. Its LUMO energy (alpha / beta) is -2.72 / -2.72 eV. Its HOMO energy (alpha / beta) is -10.553 / -10.554 eV. The net charge is +1. The gap between HOMO and LUMO (alpha / beta) is 7.8 / 7.8 eV. The value obtained for the largest force on an atom is 0.12 eV/Å.

# C17H26N4O3

The molecule C17H26N4O3 (ωB97M-V with the def2-TZVPD basis set, the Open Molecules 2025 dataset).

Each line ends with the Mulliken charge.
Cartesian coordinates (Å):
C -2.9235 -1.1039 3.4345  -1.0750
N -3.2405 -1.1670 2.0182  -0.0195
C -4.6815 -1.0636 1.8287  -0.5508
C -5.0780 -1.2146 0.3704  -0.7592
C -4.3723 -0.1634 -0.4749  -0.8489
C -2.8728 -0.2350 -0.2270  -0.5787
C -2.5495 -0.1303 1.2688  -0.0251
C -1.0321 -0.2678 1.4046  0.0711
O -0.5120 -1.3550 1.5924  -0.6630
N -0.2606 0.8562 1.2755  0.3221
C 1.1773 0.6204 1.2254  -1.3825
C 1.6229 -0.1416 -0.0253  -0.1254
C 3.0465 0.2155 -0.3955  0.3646
O 3.4407 1.3691 -0.3975  -0.6890
N 3.8432 -0.8323 -0.7376  -0.2336
C 5.2014 -0.6493 -1.2063  -0.7116
C 5.3579 -1.0131 -2.6430  0.6489
N 6.0231 -1.9975 -3.1413  -0.5866
C 5.8264 -1.8915 -4.5132  -0.2974
C 5.0302 -0.8365 -4.7585  -0.2202
O 4.7241 -0.2530 -3.5630  -0.2699
C -0.7552 2.1259 0.7933  -0.0057
C -0.0534 3.4204 1.0586  -0.7821
C -0.0885 2.8566 -0.3405  -0.5133
H -1.8614 -1.2744 3.5908  0.2622
H -3.2028 -0.1320 3.8785  0.3406
H -3.4737 -1.8847 3.9595  0.3987
H -5.1510 -1.8431 2.4313  0.4594
H -5.0572 -0.0928 2.2101  0.3508
H -4.7938 -2.2136 0.0293  0.3294
H -6.1623 -1.1290 0.2755  0.3937
H -4.5898 -0.3011 -1.5358  0.3546
H -4.7401 0.8317 -0.1998  0.3468
H -2.4808 -1.1950 -0.5745  0.4047
H -2.3472 0.5513 -0.7740  0.2778
H -2.8724 0.8567 1.6455  0.4268
H 1.6882 1.5786 1.2479  0.4021
H 1.4671 0.0636 2.1157  0.3590
H 1.4805 -1.2122 0.1090  0.4488
H 1.0027 0.1647 -0.8728  0.2359
H 3.4561 -1.7602 -0.7194  0.2660
H 5.4438 0.4016 -1.0526  0.3546
H 5.8967 -1.2626 -0.6353  0.3018
H 6.2685 -2.5839 -5.2079  0.3755
H 4.6188 -0.3838 -5.6416  0.3885
H -1.8296 2.1869 0.8080  0.4873
H -0.6714 4.2757 1.2938  0.2859
H 0.8992 3.4049 1.5682  0.2061
H 0.8525 2.4734 -0.7125  0.1776
H -0.7146 3.3308 -1.0837  0.2961

The calculation puts the relative energy (zero: lowest compared OMol25 entry of this formula, charge and spin) at 2.142 eV. Its LUMO energy is 0.76 eV. Its HOMO energy is -8.626 eV. The gap between HOMO and LUMO is 9.4 eV. The SMILES is CN1CCCC[C@@H]1C(=O)N(CCC(=O)NCc1ncco1)C1CC1. The value obtained for the largest force on an atom is 0.16 eV/Å.